ORCA calculation (ωB97M-V/def2-TZVPD) on a molecular structure, C22H28OPSbZn in a non-equilibrium geometry.

```
54
Properties=species:S:1:pos:R:3:forces:R:3:nbo_charge:R:1
Zn -0.093034 0.561318 -2.042094 -1.3 -1.0 0.3 1.27
H 0.909083 2.666384 -1.716667 0.0 0.4 -0.8 0.02
H 0.805789 2.635444 -2.469843 0.2 0.6 0.6 -0.02
P -0.319065 -0.178051 -4.256065 -0.4 0.4 -1.0 0.74
C 0.983215 -1.120135 -5.097876 0.1 -0.2 -0.3 -0.96
H 0.715378 -1.259570 -6.157203 0.2 0.0 0.3 0.23
H 1.940968 -0.584813 -5.026641 -0.3 -0.2 0.0 0.24
H 1.079475 -2.104643 -4.615516 0.1 0.3 -0.2 0.25
C -1.847436 -1.062142 -4.735635 0.1 0.0 0.0 -0.94
H -2.716073 -0.498801 -4.368870 0.2 -0.2 -0.1 0.25
H -1.904506 -1.159274 -5.830023 0.0 0.0 0.3 0.22
H -1.840919 -2.059387 -4.273386 -0.1 0.3 -0.1 0.24
C -0.424575 1.367490 -5.224746 -0.1 -0.2 -0.5 -0.96
H 0.533080 1.903394 -5.151871 -0.3 -0.1 -0.1 0.24
H -0.658442 1.147401 -6.276914 0.1 0.3 0.2 0.22
H -1.218835 1.986698 -4.784060 0.2 -0.1 -0.2 0.25
C 1.790948 -0.067924 -2.116404 1.6 -1.3 1.7 0.15
O 2.819235 -0.580213 -1.979991 -1.2 0.8 -0.6 -0.51
H -1.512687 1.234659 -1.848154 0.2 0.3 0.2 -0.56
H -0.323035 -0.720897 -0.814084 -0.6 -1.6 -2.8 -0.50
C 4.223019 -0.391428 3.427554 -0.4 0.0 -0.3 -0.23
C 3.878223 -1.413431 2.530030 -0.1 0.3 0.0 -0.20
C 2.705337 -1.324248 1.766827 0.3 0.3 0.4 -0.28
C 1.869461 -0.210795 1.907871 -0.5 -0.3 1.2 -0.26
C 2.199386 0.809432 2.808983 0.6 -0.3 0.1 -0.27
C 3.378012 0.718997 3.561886 0.0 -0.1 -0.3 -0.21
Sb -0.004660 -0.131690 0.839776 2.1 2.3 1.0 1.15
C -1.086010 -1.751049 1.721674 0.0 0.2 0.0 -0.28
C -1.649206 -2.752246 0.915756 0.0 -0.2 0.4 -0.25
C -2.169661 -3.907930 1.514756 0.1 0.3 0.2 -0.21
C -2.149680 -4.041072 2.909347 0.1 0.3 0.0 -0.20
C -1.608267 -3.025197 3.712204 0.0 0.1 -0.4 -0.21
C -1.065412 -1.879223 3.113015 -0.2 -0.5 0.2 -0.25
C -0.785632 1.787918 1.437644 -0.5 -0.6 0.8 -0.36
C -2.013332 1.830791 2.104374 0.0 0.7 0.1 -0.18
C -2.537713 3.067576 2.502174 0.0 0.0 -0.1 -0.22
C -1.860057 4.258016 2.215885 0.2 -0.5 0.0 -0.22
C -0.640359 4.204094 1.533075 0.0 -0.3 -0.1 -0.21
C -0.100381 2.971194 1.140217 -0.3 0.1 0.1 -0.24
H 5.135735 -0.461989 4.019641 -0.2 0.0 -0.2 0.21
H 4.522817 -2.287199 2.428901 -0.1 0.2 0.0 0.21
H 2.444637 -2.125125 1.075574 0.1 0.1 0.1 0.21
H 1.537683 1.664787 2.941907 0.1 -0.2 0.0 0.22
H 3.629083 1.519359 4.258659 0.0 -0.2 -0.1 0.21
H -1.660343 -2.658805 -0.171386 0.1 0.1 0.3 0.23
H -2.580648 -4.704215 0.890481 0.1 0.3 0.2 0.22
H -2.554506 -4.940427 3.378449 0.1 0.3 -0.2 0.22
H -1.591229 -3.119727 4.798748 0.0 0.0 -0.3 0.22
H -0.606039 -1.105784 3.738401 -0.2 -0.3 -0.2 0.22
H -2.559846 0.908527 2.317613 0.2 0.3 0.0 0.21
H -3.485867 3.097393 3.037889 0.2 0.0 -0.1 0.21
H -2.272740 5.217833 2.524584 0.1 -0.2 -0.1 0.22
H -0.103206 5.123796 1.296446 -0.1 -0.2 0.1 0.21
H 0.842845 2.944940 0.587106 -0.2 -0.1 0.2 0.22
```
Positions in Å, forces in eV/Å.

HOMO (alpha / beta) (eV): -4.63 / -4.58
F_max (eV/A): 3.3
E (eV): -89552.5912

=====

ORCA calculation (ωB97M-V/def2-TZVPD) on a molecular structure, C22H29BIrN11S2 in a non-equilibrium geometry.

```
66
Properties=species:S:1:pos:R:3:forces:R:3:mulliken_spin:R:1
Ir 0.091507 -0.480237 -1.007552 1.0 0.0 0.7 2.56
C -1.290525 2.617844 -2.058726 0.1 0.0 -0.1 0.03
C -0.630136 2.677868 -0.735686 0.2 0.1 0.6 -0.03
C -0.442009 3.767960 0.116064 0.1 -0.1 0.1 0.00
C 0.272955 3.275228 1.187197 -0.2 0.0 -0.4 0.02
N 0.495145 1.961768 0.996477 0.1 0.6 0.4 -0.07
N -0.064910 1.604323 -0.180316 0.0 -0.9 -0.5 0.21
B 1.188167 0.871332 1.824637 -0.2 -1.0 -1.7 -0.13
N 0.168092 -0.281880 2.047992 0.0 0.3 0.6 -0.04
C -0.339344 -0.748869 3.202986 -0.3 -0.4 -0.4 0.03
C -1.095728 -1.874252 2.934907 0.2 0.2 -0.3 0.00
C -1.008006 -2.051064 1.550869 0.1 0.4 0.5 -0.02
C -1.567906 -3.106025 0.683063 -0.1 0.0 -0.2 0.07
N -0.263019 -1.063119 1.038836 -0.3 -0.1 -1.3 0.15
N 2.363962 0.275538 0.999921 0.2 0.4 0.4 -0.08
C 3.679948 0.271726 1.290926 0.3 -0.3 -0.4 0.01
C 4.315740 -0.602867 0.437785 -0.4 0.1 -0.1 0.01
C 3.306321 -1.111324 -0.399048 0.2 0.7 0.8 -0.02
C 3.415483 -2.131304 -1.457875 -0.1 -0.3 -0.1 0.01
N 2.150688 -0.548516 -0.040761 -0.6 -0.2 -0.8 0.25
N 1.757194 1.233140 3.193657 1.0 -2.2 0.5 0.31
C 1.810012 2.322975 4.024431 0.6 0.8 1.9 0.09
C 2.455828 1.951684 5.168504 -0.1 0.0 -0.2 0.07
C 2.798856 0.575326 4.975414 0.4 2.0 2.1 0.23
C 3.492376 -0.343223 5.868690 0.0 0.0 0.0 0.01
N 2.351570 0.202547 3.772084 -1.4 -0.5 -3.1 0.29
H -2.161176 3.265958 -2.080656 -0.1 0.0 0.0 0.00
H -0.601145 2.963283 -2.828146 0.0 0.0 -0.1 0.00
H -1.577983 1.591573 -2.287045 -0.1 0.1 -0.1 -0.01
H -0.777608 4.772561 -0.031543 -0.1 0.3 0.0 0.00
H 0.619890 3.802072 2.048478 0.1 0.1 0.2 0.00
H -0.170897 -0.268602 4.145593 0.1 0.1 0.1 -0.01
H -1.632479 -2.479846 3.636258 -0.1 -0.1 0.1 0.00
H -1.867346 -3.969139 1.267905 0.0 -0.1 0.0 0.00
H -2.443866 -2.732655 0.149744 -0.1 -0.1 0.0 -0.01
H -0.826209 -3.408810 -0.056871 0.0 -0.1 0.0 -0.01
H 4.109567 0.898271 2.047190 0.0 0.1 0.2 -0.01
H 5.354677 -0.852665 0.411651 0.3 0.0 0.0 0.00
H 4.458636 -2.297022 -1.715509 0.0 0.0 -0.1 0.00
H 3.011391 -3.076691 -1.092529 0.0 -0.1 0.0 0.00
H 2.844395 -1.848912 -2.340581 0.1 0.0 -0.1 0.00
H 1.396738 3.277634 3.776542 -0.1 0.2 -0.1 -0.03
H 2.671932 2.547576 6.032100 0.0 0.2 0.1 0.00
H 3.807611 0.137135 6.790258 0.0 0.0 0.0 0.00
H 2.845535 -1.197900 6.099489 -0.1 0.0 0.0 0.05
H 4.352624 -0.790130 5.359046 0.1 0.0 -0.1 0.04
N 0.935642 0.022104 -5.226701 -0.2 -0.2 0.0 0.01
C 1.814187 0.897953 -4.671091 0.4 0.3 0.6 0.00
C 1.699076 0.743723 -3.321935 0.4 0.3 -0.4 0.02
N 0.755596 -0.218762 -3.060001 -0.5 0.0 0.8 0.01
C 0.317646 -0.633307 -4.240977 -0.4 -0.4 0.0 0.03
H 0.789270 -0.100466 -6.219536 0.0 -0.1 0.1 0.00
H 2.438329 1.545629 -5.251888 0.1 0.1 -0.1 0.00
H 2.242422 1.235004 -2.539290 0.0 0.1 0.1 0.00
H -0.406910 -1.407674 -4.400570 -0.1 -0.1 -0.1 -0.01
S -2.649456 -1.143026 -2.045896 0.7 0.1 0.3 0.94
C -4.275188 -1.181873 -2.475690 -1.9 -0.2 -0.7 -0.07
N -5.238605 -0.428812 -1.983111 0.9 -0.2 0.1 0.03
C -6.598197 -0.674005 -2.430713 -0.9 -0.2 0.0 0.00
C -6.534083 -1.664030 -3.599254 -0.1 0.1 -0.5 0.01
S -4.830999 -2.295908 -3.687715 0.4 0.1 0.5 0.06
H -5.071922 0.250872 -1.254658 0.1 0.1 0.0 0.01
H -7.059984 0.271855 -2.732498 0.1 -0.2 0.1 0.00
H -7.184918 -1.091182 -1.603387 0.2 0.1 -0.1 0.00
H -6.771312 -1.211549 -4.563318 0.0 0.0 0.2 0.00
H -7.197141 -2.516815 -3.457619 0.1 0.0 0.1 0.01
```
Positions in Å, forces in eV/Å.

2S+1: 6
HOMO (alpha / beta) (eV): -15.99 / -16.37
Total charge: +3
Expectation value of S²: 8.7693
F_max (eV/A): 3.4
E (eV): -64835.2044

=====

ORCA calculation (ωB97M-V/def2-TZVPD) on 5 unconnected molecules or ions with the total composition C22H29BrClN7Si in a non-equilibrium geometry.

```
61
Properties=species:S:1:pos:R:3:forces:R:3:nbo_charge:R:1
N -2.116461 -4.860869 2.618704 -1.3 0.2 -1.1 -0.84
C -1.072737 -5.729859 2.930343 -0.7 -0.8 1.3 0.38
N -1.703192 -6.984000 3.195957 0.1 -0.9 -0.9 -0.79
N -0.259013 -5.959456 1.858634 2.2 -0.7 -1.3 -0.82
C -0.222085 -5.345153 4.096286 0.7 2.8 -1.8 -0.91
Si 0.478223 -3.632837 4.169275 0.1 0.2 0.5 1.21
Cl 1.062683 -3.286201 6.120735 0.0 0.0 -0.2 -0.37
Br 2.292330 -3.414479 2.887950 -0.4 -0.1 0.1 -0.31
H -1.822597 -4.029317 2.191838 0.3 1.4 -0.5 0.36
H -2.706253 -4.692212 3.378739 -1.1 0.6 1.2 0.35
H -2.349238 -6.825700 3.904375 -1.8 0.1 1.5 0.33
H -1.008541 -7.553931 3.611424 0.8 -1.1 0.3 0.35
H 0.262973 -5.153667 1.640510 1.0 1.0 -0.6 0.35
H -0.845047 -6.175107 1.105779 -0.8 -0.5 -1.6 0.37
H -0.680759 -5.546915 4.967993 -1.9 -0.4 3.2 0.24
H 0.584637 -5.963013 4.063948 2.6 -1.9 0.1 0.25
H -0.478592 -2.575733 3.831484 0.1 0.1 -0.1 -0.17
C 4.649232 -0.379627 -1.296591 -0.1 0.0 -0.2 -0.18
C 5.939148 0.006306 -0.995180 0.1 0.1 0.1 -0.27
C 6.443698 -0.329037 0.252866 0.4 0.2 -0.2 0.04
N 5.772515 -1.013368 1.161581 0.2 -0.1 0.3 -0.41
C 4.547568 -1.396931 0.848052 -0.5 -0.4 0.1 0.04
C 3.936171 -1.097292 -0.357244 -0.2 -0.1 0.0 -0.26
H 4.204844 -0.135849 -2.250799 0.0 0.0 -0.1 0.22
H 6.539429 0.560317 -1.700856 0.1 0.0 0.0 0.22
H 7.447902 -0.042444 0.537692 0.1 0.1 -0.1 0.19
H 4.029203 -2.000833 1.589354 0.1 0.3 -0.1 0.19
H 2.927683 -1.429740 -0.555524 -0.1 0.0 0.0 0.22
C -1.300526 3.310773 1.032951 0.1 0.2 -0.1 -0.18
C -1.413390 2.841806 2.325230 0.0 0.1 0.1 -0.26
C -1.696251 1.503325 2.508015 0.0 0.0 0.5 0.02
N -1.865696 0.644526 1.518302 -0.1 -0.5 0.0 -0.43
C -1.763597 1.109515 0.283544 0.0 0.0 -0.3 0.03
C -1.481069 2.431358 -0.014602 -0.1 0.0 0.1 -0.24
H -1.076685 4.350199 0.842987 0.0 0.1 0.0 0.21
H -1.284603 3.496362 3.173747 0.0 0.0 0.1 0.22
H -1.792464 1.092790 3.505908 0.0 0.0 0.1 0.19
H -1.913867 0.383702 -0.504505 0.0 0.0 -0.1 0.19
H -1.399701 2.762045 -1.032235 0.0 0.0 -0.2 0.24
C 3.290402 3.407863 -2.856386 0.0 0.0 -0.1 -0.17
C 2.794243 2.700012 -1.780345 0.2 0.0 0.2 -0.25
C 1.429238 2.524537 -1.679399 0.0 -0.3 0.5 0.03
N 0.559559 2.990961 -2.555887 -0.5 0.0 -0.1 -0.44
C 1.041881 3.653832 -3.591481 0.1 0.3 -0.4 0.04
C 2.393331 3.892629 -3.790391 0.0 0.0 -0.1 -0.26
H 4.351536 3.572661 -2.969616 0.1 0.0 0.0 0.22
H 3.447527 2.294423 -1.023198 0.1 0.0 0.1 0.23
H 1.008699 1.986098 -0.839970 0.0 -0.1 0.1 0.20
H 0.305232 4.022215 -4.294401 0.0 0.1 -0.1 0.19
H 2.729563 4.446249 -4.653094 0.0 0.1 -0.1 0.22
C -5.261700 3.467325 -4.445016 -0.1 0.0 -0.1 -0.17
C -3.929159 3.756614 -4.233242 0.2 0.0 0.0 -0.25
C -3.379689 3.461879 -2.995381 0.4 0.2 -0.2 0.03
N -4.058399 2.921239 -1.999369 0.2 -0.1 0.3 -0.42
C -5.331561 2.650557 -2.216504 -0.5 -0.2 0.1 0.04
C -5.982364 2.899837 -3.414137 -0.1 -0.1 0.1 -0.26
H -5.729310 3.679279 -5.394800 0.0 0.0 -0.1 0.22
H -3.324192 4.200328 -5.009039 0.1 0.0 0.0 0.22
H -2.334326 3.668471 -2.792172 0.1 0.0 -0.1 0.20
H -5.860035 2.209146 -1.381533 -0.1 -0.1 0.0 0.19
H -7.026351 2.654390 -3.531310 -0.1 0.0 0.0 0.22
```
Positions in Å, forces in eV/Å.

SMILES: NC(N)(N)C[Si@@H](Cl)Br.c1ccncc1.c1ccncc1.c1ccncc1.c1ccncc1
Relative energy (zero: lowest compared OMol25 entry of this formula, charge and spin) (kJ/mol): 0.0
HOMO (eV): -9.29
F_max (eV/A): 3.7
E (eV): -124159.1247